# 1
11 unconnected molecules or ions with the total composition C38H90O16, computed with the ωB97M-V functional and the def2-TZVPD basis.

```
144
Properties=species:S:1:pos:R:3:forces:R:3
O -5.10826 -2.83909 2.24173 0.844 -1.933 0.805
O 6.48741 3.33404 -2.26214 0.214 0.228 -0.262
O 1.74489 -4.25218 -0.15068 1.900 1.372 -1.329
O -6.13802 -5.03825 4.56671 0.326 2.790 -0.808
O 7.47966 0.66501 -2.66523 -1.182 -0.328 -1.015
O -1.80012 -0.87459 -0.57204 0.794 0.498 0.923
O 2.12581 2.91898 4.07425 0.499 -0.328 0.353
O 6.04650 -3.70940 0.38680 -0.445 -1.415 -2.223
O 0.65081 0.83698 -1.38134 -2.410 -2.348 0.892
O 4.16386 -0.67502 1.18243 0.823 -0.086 -1.509
O 1.63391 6.61933 -3.17501 -1.471 0.937 0.588
O -3.03311 -6.90288 -2.76950 0.989 -1.561 -0.602
O 0.93056 -1.48980 -3.54548 -0.389 0.370 0.074
O 2.18077 5.43462 -0.28037 -0.865 0.009 -1.082
O -4.76349 1.81120 3.44788 -1.149 -2.137 -0.366
O -4.81109 2.23203 -2.54537 0.472 0.439 -1.290
C -6.50647 -3.12869 2.22545 0.390 1.432 -0.678
C -5.48335 2.97764 3.53799 -0.357 0.156 -0.006
C 1.75366 5.32378 -3.75987 0.452 0.968 -0.411
C 3.48811 5.00548 -0.18095 2.098 0.601 0.860
C 0.02653 0.85132 -0.09679 -0.277 -1.469 0.180
C 1.27689 1.96764 -1.83248 0.433 0.017 0.208
C -2.35998 -6.57096 -1.52205 -0.688 0.222 -1.705
C -5.58705 -6.28542 4.46480 -0.307 -1.355 1.243
C -5.14423 -3.97683 4.51411 -0.649 0.226 -0.726
C 8.30060 1.73237 -2.32293 -0.195 0.271 -0.308
C 0.28184 -2.71823 -3.25038 1.618 -0.207 -0.061
C -4.50490 1.25970 -1.58758 0.048 -0.709 -0.187
C 5.47152 -2.80279 1.26632 -0.971 1.053 -0.696
C -3.71105 -4.78753 -2.41991 -0.607 0.924 -0.528
C -6.03597 1.91070 -3.14786 -1.311 1.478 1.376
C 0.97412 -4.36893 0.96900 -2.008 -0.983 0.901
C -6.23421 0.42641 -3.06359 -0.095 -0.993 -0.862
C 2.52595 7.12152 -2.18081 0.966 -3.079 -1.119
C 0.97794 3.50907 2.22556 0.088 -1.271 -1.954
C -5.24866 -0.06846 -2.01298 1.455 1.476 0.363
C 0.34478 4.18008 3.37342 -1.441 2.415 0.128
C 5.03020 0.12724 0.35624 -1.107 1.272 1.150
C -0.73827 -0.46233 0.32278 0.087 0.049 -0.906
C 1.57665 2.32304 2.86651 0.984 -0.342 0.330
C -3.45277 3.45132 2.34153 -1.443 0.482 -0.516
C -4.40622 -3.75277 3.13744 -0.924 0.823 0.860
C 1.05673 3.73531 4.60898 -0.207 -1.627 -0.044
C -4.98788 3.74505 2.33134 0.143 1.574 0.844
C 4.11022 -2.02115 0.73016 1.251 -1.077 1.438
C 7.73097 3.09098 -2.86265 0.710 -2.399 0.699
C 2.13096 6.78060 -0.73151 -0.931 1.053 -0.897
C -3.48049 2.10941 3.00234 1.168 -1.623 0.744
C -4.15366 -6.09145 -3.00413 -0.024 -0.602 0.938
C -2.67871 -5.10224 -1.33189 -1.081 0.005 0.288
C 7.22199 -4.38305 0.78152 -0.559 0.730 0.899
C 5.34225 2.83364 -2.94271 -0.499 0.644 0.292
C 7.85432 -0.56055 -2.11107 -0.363 -0.596 -0.170
C -2.73108 -1.79608 0.02189 0.352 0.264 -0.453
H -5.05212 -6.46550 -2.51328 -0.110 -0.263 0.660
H 1.47384 1.72426 -2.87655 0.184 0.632 -0.115
H 4.90271 1.95306 -2.47424 0.295 -0.108 0.162
H 0.51537 -0.82579 -2.99022 0.102 0.373 0.270
H -3.48412 -1.94743 -0.75149 -0.099 -0.081 0.215
H -4.82043 1.59852 -0.60079 0.053 -0.018 0.270
H -5.69742 -3.07608 4.78006 -0.147 0.082 -0.366
H -5.22494 4.79951 2.47279 0.160 0.230 -0.316
H -5.29768 -6.50990 5.49143 1.166 -0.609 -0.012
H -4.46477 -6.13764 -4.04777 0.701 0.343 -0.312
H 0.93390 -3.52665 1.65969 1.064 0.385 -0.261
H 1.21134 4.62066 5.22572 1.522 -0.239 0.026
H -2.89353 2.08799 3.92056 0.817 0.074 -0.140
H 0.51157 3.05097 5.25904 -0.626 0.019 -0.089
H 3.46526 6.63613 -2.44575 0.589 -0.525 0.568
H -3.46398 -3.27459 3.40507 0.097 0.116 -0.249
H -0.04374 -1.27862 0.52128 0.257 -0.274 -0.542
H -6.55622 2.79721 3.47092 -0.031 -0.261 0.089
H -4.16902 -4.68916 2.63246 -0.152 -0.101 -0.084
H 3.21112 -2.39997 1.21617 0.276 -0.425 0.057
H 1.57509 -4.91630 -0.82278 -0.337 -0.161 0.361
H -7.25862 0.12935 -2.83902 -0.031 0.213 -0.006
H 5.22942 -3.32173 2.19379 0.077 0.418 0.410
H -1.28602 -6.70223 -1.65426 -0.114 -0.544 -0.026
H -5.98341 -0.00852 -4.03109 -0.060 -0.215 -0.017
H 3.92977 -2.13767 -0.33846 0.425 0.171 -0.164
H -5.66752 -0.54295 -1.12556 -0.025 -0.212 -0.314
H 0.32043 3.17814 1.42165 -0.275 0.405 -0.003
H 4.55621 1.10860 0.33703 -0.347 0.179 -0.255
H -6.76650 2.41134 -2.51241 -0.716 -0.072 0.252
H 4.63006 3.65423 -2.85599 -0.343 -0.135 -0.167
H -3.22038 -4.23979 -3.22447 -0.125 0.408 0.120
H -1.12926 -0.26899 1.32171 -0.371 0.402 0.144
H -0.73404 4.06085 3.47374 -0.016 -0.163 -0.298
H 0.79734 5.03219 -4.19408 -0.214 0.232 0.352
H -6.39936 -6.99757 4.31949 -0.051 -0.031 -0.623
H 7.90355 -4.49161 -0.06215 -0.252 -0.168 -0.054
H -2.79813 -7.23672 -0.77849 0.353 0.212 0.404
H 2.21103 2.02998 -1.27426 0.429 0.742 -0.088
H 9.28096 1.47132 -2.72150 0.565 0.630 0.033
H 0.57356 -3.07634 -2.26307 -0.561 0.279 0.533
H 0.81760 0.91892 0.65003 0.098 0.249 0.275
H 3.90016 5.72073 0.53091 1.078 0.141 -0.120
H 0.87000 1.50113 2.98143 -0.434 0.054 0.991
H 6.27648 -2.06919 1.31048 -0.407 0.781 1.154
H -4.44702 -0.64380 -2.47607 -0.424 -0.579 0.162
H -2.28707 -2.76161 0.26417 0.301 -0.052 -0.070
H -0.79677 -2.67351 -3.40107 0.074 -0.307 -0.112
H 2.33189 1.84597 2.24192 0.693 0.302 0.416
H -1.86755 -4.39113 -1.48827 0.261 -0.354 0.610
H -5.25430 3.32339 4.54601 -0.143 1.282 0.025
H -2.91518 4.15054 2.98199 -0.128 0.234 -0.291
H 7.88227 -0.46382 -1.02573 0.184 -0.353 0.161
H 2.88495 8.12853 -2.39331 -1.253 0.574 0.328
H -3.20412 1.25861 2.37956 0.384 0.135 -0.151
H -0.07869 -4.39876 0.68830 -0.418 -0.560 0.058
H 8.32807 1.76707 -1.23383 0.306 0.383 0.305
H 0.65078 2.84906 -1.69404 0.133 0.326 -0.182
H 4.05836 4.99110 -1.10977 -0.099 0.396 -0.243
H 5.94453 0.39510 0.88572 0.562 -0.775 -0.287
H -3.42149 1.17695 -1.67393 -0.006 -0.351 0.680
H 0.53943 5.24621 3.25703 -0.399 0.251 0.069
H 3.76492 4.05206 0.26903 -1.378 -0.472 0.091
H 1.23960 -5.26924 1.52315 -0.199 -0.054 0.323
H -6.19969 2.43081 -4.09166 0.679 -0.451 -0.385
H 2.08121 4.51210 -3.11028 0.245 0.236 0.215
H -3.15328 -5.05007 -0.35202 0.295 0.745 0.173
H 8.75809 -1.00982 -2.52273 0.805 0.637 0.132
H 7.72483 -3.80840 1.55936 0.340 0.279 0.065
H 1.08678 7.05954 -0.59023 -0.026 0.085 -0.071
H 7.65600 3.04614 -3.94915 -0.001 0.123 -0.129
H 2.72646 7.51345 -0.18707 0.367 -0.431 0.968
H 0.85521 -3.40957 -3.86794 -0.862 -0.391 -0.551
H -0.70358 1.64088 0.08107 0.129 0.563 -0.619
H 1.81206 4.03009 1.75555 -0.349 0.544 0.192
H -3.19180 -1.43085 0.93974 -0.058 0.335 -0.006
H 5.46457 2.61607 -4.00375 0.484 0.042 -0.020
H -6.80785 -4.16172 2.39894 0.271 0.121 0.263
H 2.40025 5.50114 -4.61926 0.491 -0.743 -0.061
H -4.58104 -4.25470 -2.03610 0.169 0.442 -0.053
H -4.80998 -6.39170 3.70785 0.075 -0.149 0.149
H 5.12357 -0.17164 -0.68781 0.264 -0.503 0.219
H -4.41798 -4.00909 5.32629 0.298 -0.843 0.028
H -6.83342 -2.82797 1.23006 -0.243 -0.045 -0.042
H -5.54360 3.39984 1.45949 0.398 -0.157 -0.121
H 6.97761 -5.32809 1.26657 0.024 -0.351 -0.286
H -6.88576 -2.39703 2.93884 -0.950 -0.499 0.181
H -3.05082 3.45203 1.32835 0.169 -0.001 0.146
H 7.14946 -1.33065 -2.42449 -0.628 0.332 0.347
H 8.50318 3.79656 -2.55614 -0.447 0.583 -0.017
```
Forces are in eV/Å.

Calculated values
HOMO-LUMO gap (alpha / beta): 1.364 / 9.148 eV
Total charge: -1
<S²>: 0.750
Multiplicity: 2

Atomic partial charges in e from the Löwdin method, atoms 1 to 6:
1 O -0.2188
2 O -0.1766
3 O -0.1386
4 O -0.2127
5 O -0.1997
6 O -0.1952

=====

# 2
A single C6H12 molecule, computed with the ωB97M-V functional and the def2-TZVPD basis.

```
18
Properties=species:S:1:pos:R:3:forces:R:3
C 0.14521 1.14080 -0.97446 -0.209 -0.344 -1.004
C 1.17699 -0.59512 0.44003 -0.175 -0.960 -0.345
C -1.22448 -0.15424 0.72690 -0.713 -0.048 -1.199
C -2.38153 -0.83191 -0.01899 -0.147 -0.369 0.100
C 2.57359 -0.10013 0.24668 0.235 0.857 -1.478
C 0.05591 -0.09966 -0.10542 0.752 2.092 1.833
H 1.02034 -1.49700 1.01701 0.192 0.131 0.696
H -1.08534 -0.50782 1.75046 0.179 -0.482 -0.315
H -2.02653 -1.69648 -0.60831 -0.340 0.065 0.633
H -2.84561 -0.17384 -0.74618 0.119 0.346 -0.196
H 0.55814 0.95055 -1.98081 0.218 -0.061 0.469
H 2.99288 -0.37678 -0.73638 -0.041 -0.287 0.299
H -0.84781 1.53689 -1.19920 0.018 0.123 0.291
H -1.54898 0.89002 0.85313 0.333 -0.095 0.107
H 3.32806 -0.32392 1.00004 -0.424 -0.370 0.154
H 2.54587 0.99764 0.14778 -0.007 -0.178 0.281
H 0.75516 1.91356 -0.49183 -0.172 -0.023 -0.115
H -3.19189 -1.07257 0.67956 0.181 -0.396 -0.211
```
Forces are in eV/Å.

Calculated values
HOMO-LUMO gap: 9.709 eV
Energy relative to the best compared isomer or geometry (same formula, charge and spin): 1.5360 eV

Atomic partial charges in e from the Löwdin method, atoms 1 to 6:
1 C -0.0730
2 C -0.1385
3 C -0.2349
4 C -0.1117
5 C -0.0994
6 C -0.3049

=====

# 3
A gas-phase ion, C4H12N3 (charge +1), computed with the ωB97M-V functional and the def2-TZVPD basis.

```
19
Properties=species:S:1:pos:R:3:forces:R:3
N -0.66753 -0.64097 1.45603 1.448 0.311 0.211
N 0.70451 -0.54007 -1.46742 0.377 0.300 0.964
N -1.42964 -1.36477 -1.08734 -0.110 -0.366 0.691
C 0.33014 1.25443 0.18632 0.257 0.210 1.231
C 0.18320 0.63498 1.57403 -0.508 -0.961 -0.405
C -0.67270 -0.58477 -1.70657 0.541 0.116 -2.008
C 1.34952 0.46456 -0.63659 -0.121 0.125 0.175
H 2.03488 1.12638 -1.16341 -0.325 0.187 -0.499
H -0.69006 1.34544 -0.17590 0.111 0.201 -0.730
H 1.27885 -1.26691 -1.84142 -0.010 -0.354 -0.129
H -0.29381 1.25760 2.31371 -0.029 0.264 0.164
H -0.51806 -1.06898 0.52586 -0.260 -0.409 -0.027
H 1.13049 0.25442 1.91742 0.353 0.255 0.394
H -1.64578 -0.47722 1.52413 -1.105 0.350 0.002
H -1.03129 -0.03270 -2.58684 -0.035 0.263 0.291
H 2.00519 0.01167 0.12050 -0.027 -0.359 -0.343
H -2.35814 -1.31758 -1.47560 -0.550 -0.140 -0.087
H -0.42870 -1.31155 2.17731 0.089 -0.180 0.167
H 0.71892 2.25604 0.34578 -0.095 0.186 -0.064
```
Forces are in eV/Å.

Calculated values
HOMO-LUMO gap: 9.965 eV
Total charge: +1
Energy relative to the best compared isomer or geometry (same formula, charge and spin): 2.1000 eV

Atomic partial charges in e from the Löwdin method, atoms 1 to 6:
1 N 0.1920
2 N -0.0219
3 N 0.1199
4 C -0.1609
5 C -0.1114
6 C -0.2957

=====

# 4
2 unconnected molecules or ions with the total composition CH5NOS2, computed with the ωB97M-V functional and the def2-TZVPD basis.

```
10
Properties=species:S:1:pos:R:3:forces:R:3
S -0.46592 0.65045 -2.56800 -1.382 -0.583 0.083
S -1.59857 -1.15457 -2.49735 0.521 0.728 1.476
O -0.64021 -0.75870 0.90552 1.851 1.090 2.958
N 0.88936 0.85653 1.18602 -0.056 -0.838 1.996
C 0.13268 -0.14547 1.71010 -2.130 -1.166 -3.839
H 0.69564 0.06096 -2.46048 0.947 -0.360 -0.044
H 0.21766 -0.38356 2.78809 -0.015 0.211 -0.422
H 0.81368 0.90961 0.16567 0.464 0.517 0.701
H 1.54371 1.27348 1.86170 -0.233 0.133 -1.465
H -1.58804 -1.30872 -1.09127 0.031 0.269 -1.443
```
Forces are in eV/Å.

Calculated values
HOMO-LUMO gap: 9.553 eV
Energy relative to the best compared isomer or geometry (same formula, charge and spin): 0.4586 eV

Atomic partial charges in e from the Löwdin method, atoms 1 to 6:
1 S 0.2300
2 S 0.2183
3 O -0.0969
4 N 0.1034
5 C -0.3450
6 H -0.2443